Here is a structure of composition C28H38IrN7O3 in a non-equilibrium geometry from the Open Molecules 2025 dataset. Energies are from ωB97M-V with the def2-TZVPD basis set.

Summary:
Net charge: +3
Multiplicity: 6
Molar mass (g/mol): 712.88
⟨S²⟩: 8.801
Largest force on an atom (eV/A): 10.7
Energy above the lowest of the compared OMol25 structures with the same formula, charge and spin (kcal per mole): 58.9
Highest occupied orbital energy (alpha / beta) (eV): -13.0511 / -16.4838
Frontier orbital gap (alpha / beta) (eV): 3.58 / 5.58
Total energy (hartree): -1801.93171

Element x y z (Å)
Ir1 1.20588 0.86498 -0.35572
C1 3.89280 -0.40781 -1.69238
C2 3.99098 -0.69838 -0.16903
N1 3.11191 0.18716 0.56776
C3 3.01774 -0.10241 2.04954
C4 2.35911 1.10504 2.63792
N2 1.00634 1.26620 2.05305
C5 0.26241 2.39812 2.56289
C6 0.69835 3.77175 2.00505
C7 0.02488 3.96037 0.67052
N3 0.78159 3.16086 -0.50356
C8 2.04143 3.70694 -1.02669
C9 2.31316 3.05360 -2.40392
N4 2.41883 1.56727 -2.14977
C10 3.86524 1.05553 -2.09956
H1 3.00815 -0.90346 -2.00614
H2 4.72121 -0.88078 -2.27744
H3 5.06475 -0.62204 0.20390
H4 3.75052 -1.72781 0.02188
H5 3.62174 1.05162 0.54184
H6 4.03234 -0.34831 2.38318
H7 2.44761 -1.03811 2.13853
H8 2.88874 2.05894 2.50464
H9 2.34229 0.92832 3.71037
H10 0.50352 0.44805 2.30610
H11 0.31742 2.44416 3.62167
H12 -0.74354 2.32483 2.22211
H13 1.79308 3.88108 1.86493
H14 0.34630 4.50270 2.70891
H15 0.10157 4.96273 0.29259
H16 -1.03820 3.74911 0.61837
H17 0.08531 3.28989 -1.23509
H18 2.92661 3.53095 -0.38305
H19 2.13861 4.77417 -1.20497
H20 3.17736 3.41375 -2.93263
H21 1.44953 3.23791 -3.01887
H22 1.97545 1.01463 -2.90489
H23 4.45963 1.79456 -1.46976
H24 4.20719 1.13073 -3.18634
C11 -2.80498 1.30702 -2.56173
C12 -1.48526 1.14727 -2.19533
N5 -1.11038 1.01203 -0.92326
C13 -2.06711 1.07095 0.03285
C14 -3.40734 1.19437 -0.26983
C15 -3.77065 1.30780 -1.59590
C16 -4.44061 1.19127 0.80353
C17 -4.81439 0.18969 1.57443
C18 -4.28128 -1.18185 1.33088
C19 -4.47478 -2.17919 2.24625
C20 -3.92422 -3.43532 2.01547
N6 -3.21050 -3.69429 0.91548
C21 -3.13908 -2.70990 0.04856
N7 -3.58699 -1.50713 0.22314
H25 -3.06610 1.46593 -3.62253
H26 -0.63555 1.17621 -2.88384
H27 -1.71459 1.00766 1.04406
H28 -4.77035 1.39330 -1.82975
H29 -4.93140 2.15531 1.04829
H30 -5.52291 0.28745 2.42158
H31 -5.01170 -2.07840 3.20116
H32 -4.00285 -4.23735 2.78394
H33 -2.69975 -3.05450 -0.85785
O1 -0.24704 -3.42535 -2.81536
C22 -0.38239 -3.99596 -1.64521
C23 -0.87825 -5.31269 -1.62026
C24 -1.10694 -5.99033 -0.45243
C25 -0.84479 -5.23581 0.74112
C26 -0.35942 -3.93786 0.69730
C27 -0.07754 -3.25554 -0.44149
C28 0.37823 -1.81538 -0.51927
O2 0.70409 -1.31020 -1.61475
O3 0.55532 -1.16257 0.56634
H34 0.11028 -2.52239 -2.73248
H35 -1.06216 -5.61374 -2.65512
H36 -1.44971 -7.03046 -0.41106
H37 -0.85125 -5.73090 1.67309
H38 -0.18353 -3.39596 1.61398